Below is a molecular structure, C5H11N5 at a distorted geometry, with properties calculated with ωB97M-V/def2-TZVPD.

Each line ends with the Löwdin charge.
Geometry (Å):
C  0.048  0.691  -0.815  -0.0270
C  1.065  1.227  -0.013  -0.0207
C  -0.861  -0.380  -0.617  -0.1061
C  -2.457  -1.743  -1.603  -0.1298
C  1.426  -0.332  1.912  0.0488
N  -1.552  -0.751  -1.667  0.0814
N  -3.798  -2.535  -3.399  0.3242
N  -3.172  -1.998  -2.575  0.0339
N  1.412  1.036  1.324  -0.1592
N  2.481  1.880  1.743  0.2053
H  0.067  1.073  -1.856  0.1374
H  1.667  2.099  -0.368  0.1410
H  -0.889  -0.923  0.340  0.1200
H  -3.275  -2.076  -0.555  0.2832
H  0.474  -0.683  1.547  0.0751
H  2.338  -0.834  1.811  0.0998
H  1.243  -0.224  2.944  0.0946
H  -4.580  -2.085  -3.898  0.1722
H  2.971  1.428  2.515  0.1819
H  2.248  2.814  2.211  0.2249
H  3.144  2.314  1.019  0.2192

Summary:
HOMO-LUMO gap (alpha / beta)   7.752 / 7.751 eV
Spin multiplicity   1
Highest occupied orbital energy (alpha / beta)   -16.013 / -16.012 eV
DFT total energy   -12790.49111 eV
Energy relative to the best compared isomer or geometry (same formula, charge and spin)   152.1 kcal per mole
Charge   +2


Below is a molecular structure, C42H51N5O10PS2SbW, with properties calculated with ωB97M-V/def2-TZVPD.

Each line ends with the Löwdin spin population.
Geometry (Å):
W  0.964  0.394  -0.148  0.8281
C  -3.950  2.234  0.406  0.0002
C  -3.062  1.600  -0.641  0.0017
C  -3.320  0.289  -1.075  -0.0011
C  -4.545  -0.425  -0.554  -0.0003
C  -2.494  -0.320  -2.020  0.0028
C  -2.756  -1.737  -2.471  0.0005
C  -1.424  0.396  -2.586  -0.0020
C  -0.712  -0.236  -3.757  -0.0003
C  -1.153  1.706  -2.144  0.0007
C  -0.148  2.600  -2.853  0.0010
C  -2.020  2.325  -1.212  0.0028
C  -1.943  3.818  -1.008  -0.0002
H  -4.822  2.724  -0.038  0.0001
H  -3.416  2.986  0.988  0.0000
H  -4.334  1.490  1.104  0.0000
H  -5.370  0.271  -0.411  -0.0001
H  -4.362  -0.906  0.414  -0.0001
H  -4.889  -1.194  -1.240  0.0000
H  -3.409  -1.766  -3.347  0.0002
H  -3.236  -2.325  -1.691  0.0000
H  -1.835  -2.251  -2.737  0.0001
H  0.084  0.374  -4.171  0.0000
H  -1.431  -0.410  -4.561  -0.0001
H  -0.298  -1.209  -3.497  -0.0001
H  -0.686  3.241  -3.559  0.0000
H  0.557  2.015  -3.438  0.0001
H  1.433  3.031  -1.830  0.0011
H  -2.874  4.211  -0.611  0.0000
H  -1.752  4.317  -1.958  -0.0001
H  -1.136  4.114  -0.346  -0.0001
C  6.286  -0.833  -0.957  -0.0001
C  5.336  -1.948  -0.601  0.0000
O  4.259  -1.369  0.189  0.0005
P  3.253  -2.305  0.961  0.0090
S  2.623  -3.860  0.028  0.0250
S  1.826  -0.935  1.676  0.0438
O  4.036  -2.599  2.309  -0.0004
C  3.567  -3.592  3.254  -0.0002
C  3.977  -3.146  4.635  0.0000
H  7.092  -1.225  -1.577  0.0000
H  6.720  -0.397  -0.058  0.0000
H  5.772  -0.047  -1.510  0.0000
H  5.830  -2.722  -0.012  0.0000
H  4.893  -2.417  -1.481  0.0000
H  4.015  -4.546  2.978  0.0000
H  2.483  -3.692  3.168  -0.0002
H  5.059  -3.038  4.699  0.0000
H  3.660  -3.886  5.371  0.0000
H  3.519  -2.187  4.881  0.0000
O  5.679  0.645  -5.156  0.0013
N  5.138  -0.442  -5.148  0.0007
O  5.439  -1.383  -5.848  0.0015
C  4.046  -0.639  -4.180  0.0075
C  3.432  -1.874  -4.115  -0.0025
C  2.405  -2.061  -3.208  0.0071
C  2.023  -1.031  -2.349  0.0021
O  1.105  -1.129  -1.397  0.0541
C  2.676  0.205  -2.450  0.0109
C  3.677  0.423  -3.367  -0.0025
N  2.194  1.223  -1.561  0.0105
O  2.736  0.970  -0.253  -0.0250
O  0.569  3.448  -1.965  0.0085
N  1.708  -3.350  -3.204  0.0009
O  2.335  -4.323  -3.550  0.0016
O  0.542  -3.350  -2.851  0.0008
H  3.739  -2.679  -4.767  -0.0003
H  4.173  1.381  -3.448  -0.0001
C  -0.969  -3.058  0.274  -0.0002
N  -1.653  -2.189  1.237  -0.0003
C  -1.522  -0.880  1.295  0.0007
N  -2.126  -0.159  2.246  0.0000
O  -0.822  -0.259  0.422  0.0032
H  -1.678  -3.799  -0.089  0.0000
H  -0.117  -3.548  0.742  0.0001
H  -0.609  -2.470  -0.564  -0.0002
H  -2.214  -2.632  1.948  0.0000
H  -2.736  -0.581  2.925  0.0000
H  -2.144  0.845  2.145  -0.0001
C  -3.098  4.939  3.455  -0.0005
C  -2.797  3.649  3.871  0.0000
C  -1.661  3.015  3.388  -0.0006
C  -0.826  3.654  2.470  -0.0034
C  -1.117  4.958  2.086  -0.0007
C  -2.250  5.595  2.577  0.0000
Sb  0.886  2.558  1.829  0.0080
C  2.331  3.966  1.218  -0.0004
C  2.023  4.997  0.334  -0.0003
C  3.025  5.850  -0.109  0.0000
C  4.333  5.668  0.313  -0.0003
C  4.647  4.625  1.172  0.0000
C  3.650  3.771  1.623  -0.0003
C  1.507  2.140  3.813  0.0042
C  1.215  0.933  4.440  0.0007
C  1.499  0.759  5.788  0.0003
C  2.079  1.788  6.514  -0.0003
C  2.360  2.999  5.896  0.0004
C  2.067  3.179  4.553  0.0002
H  -3.980  5.439  3.834  0.0000
H  -3.433  3.147  4.588  0.0000
H  -1.399  2.035  3.776  0.0000
H  -0.462  5.497  1.415  -0.0001
H  -2.464  6.612  2.275  0.0000
H  1.020  5.125  -0.049  0.0000
H  2.780  6.651  -0.795  0.0000
H  5.111  6.334  -0.036  0.0000
H  5.669  4.470  1.491  0.0000
H  3.910  2.954  2.285  0.0000
H  0.768  0.117  3.888  0.0002
H  1.271  -0.183  6.269  0.0000
H  2.307  1.650  7.563  0.0000
H  2.802  3.808  6.462  0.0001
H  2.275  4.136  4.089  0.0000

Summary:
HOMO-LUMO gap (alpha / beta)   6.975 / 6.907 eV
Expectation value of S²   0.7591
Spin multiplicity   2
Highest occupied orbital energy (alpha / beta)   -10.644 / -10.981 eV
DFT total energy   -111621.62304 eV
Energy relative to the best compared isomer or geometry (same formula, charge and spin)   0.0 kcal per mole
Charge   +1


Below is a molecular structure, C12H32B2CuF8O12S4 at a distorted geometry, with properties calculated with ωB97M-V/def2-TZVPD.

Each line ends with the Löwdin spin population.
Geometry (Å):
Cu  1.556  -0.168  -0.311  0.9064
B  3.630  -2.060  0.220  0.0001
F  3.225  -0.844  0.924  0.0183
F  3.185  -3.137  0.992  0.0001
F  2.881  -1.950  -0.992  0.0016
F  4.973  -2.087  -0.021  0.0002
B  2.931  1.850  -1.254  -0.0004
F  2.610  1.646  0.151  0.0269
F  1.772  2.393  -1.830  -0.0004
F  4.029  2.614  -1.488  0.0001
F  3.124  0.523  -1.711  0.0015
O  0.981  0.201  1.866  0.0009
S  0.605  0.497  3.200  0.0000
O  -0.634  1.153  3.458  0.0001
O  0.591  -0.835  4.024  0.0001
C  1.666  -1.798  3.764  0.0000
C  1.309  -3.046  4.524  0.0000
C  1.913  1.366  3.967  0.0000
H  2.613  -1.396  4.122  0.0000
H  1.741  -1.972  2.693  0.0000
H  1.940  -3.872  4.189  0.0000
H  0.274  -3.348  4.368  0.0000
H  1.492  -2.921  5.591  0.0000
H  2.807  0.752  3.890  0.0000
H  1.626  1.494  5.009  0.0000
H  2.076  2.329  3.493  0.0000
O  -1.608  -2.324  -0.887  -0.0003
S  -0.790  -2.391  0.268  0.0047
O  0.563  -1.962  0.226  0.0272
O  -1.442  -1.539  1.426  -0.0003
C  -2.875  -1.572  1.590  -0.0001
C  -3.209  -1.338  3.035  0.0000
C  -0.778  -4.026  0.908  0.0030
H  -3.313  -2.512  1.241  0.0000
H  -3.322  -0.820  0.933  0.0000
H  -2.859  -0.369  3.389  0.0000
H  -2.750  -2.097  3.669  0.0000
H  -4.292  -1.404  3.147  0.0000
H  -0.389  -4.003  1.920  0.0000
H  -0.139  -4.613  0.253  0.0000
H  -1.803  -4.386  0.925  0.0006
O  1.046  -2.583  -3.885  0.0004
S  0.541  -1.305  -3.566  0.0002
O  0.828  -0.711  -2.298  0.0027
O  1.063  -0.329  -4.667  -0.0001
C  0.751  1.103  -4.498  0.0000
C  1.922  1.877  -5.026  0.0000
C  -1.205  -1.286  -3.812  0.0002
H  0.544  1.317  -3.453  0.0000
H  -0.153  1.265  -5.091  0.0000
H  2.271  1.436  -5.958  0.0000
H  2.723  1.960  -4.297  0.0000
H  1.598  2.899  -5.245  0.0000
H  -1.571  -2.307  -3.829  0.0000
H  -1.407  -0.783  -4.753  0.0000
H  -1.675  -0.746  -2.994  0.0000
O  -2.497  0.818  -1.531  0.0000
S  -1.608  1.524  -0.672  0.0006
O  -0.317  1.025  -0.385  0.0054
O  -1.337  2.947  -1.267  0.0000
C  -2.474  3.698  -1.759  0.0000
C  -2.198  5.157  -1.558  0.0000
C  -2.447  1.867  0.849  0.0004
H  -3.394  3.371  -1.265  0.0000
H  -2.611  3.438  -2.810  0.0000
H  -1.407  5.490  -2.229  0.0000
H  -1.967  5.405  -0.524  0.0000
H  -3.087  5.740  -1.814  0.0000
H  -2.193  2.844  1.243  0.0000
H  -2.144  1.099  1.563  0.0000
H  -3.509  1.741  0.649  0.0000

Summary:
HOMO-LUMO gap (alpha / beta)   11.159 / 8.903 eV
Expectation value of S²   0.7509
Spin multiplicity   2
Highest occupied orbital energy (alpha / beta)   -11.224 / -11.219 eV
DFT total energy   -148616.90703 eV
Energy relative to the best compared isomer or geometry (same formula, charge and spin)   0.0 kcal per mole
Charge   0


Below is a single C9H12N4 molecule at a distorted geometry, with properties calculated with ωB97M-V/def2-TZVPD.

Each line ends with the Löwdin charge.
Geometry (Å):
C  0.779  2.797  1.621  -0.1806
C  0.318  1.517  -0.091  -0.1364
C  0.423  0.819  1.082  -0.2428
C  -0.280  0.760  -1.211  -0.2028
C  0.020  -1.356  0.143  -0.3047
C  -0.531  1.439  -2.367  0.0383
C  0.339  -2.639  -0.021  0.0579
C  0.442  -1.280  2.488  -0.0568
C  -1.210  -1.254  -1.984  -0.0712
N  0.677  1.620  2.158  0.1472
N  0.470  2.840  0.305  0.1218
N  0.123  -0.520  1.301  -0.0148
N  -0.404  -0.655  -0.961  -0.0606
H  0.935  3.717  2.075  0.1046
H  -1.195  1.083  -3.168  0.0498
H  -0.210  2.430  -2.532  0.0276
H  0.310  -3.035  -0.952  0.0101
H  0.733  -3.242  0.822  0.0683
H  -0.158  -2.086  2.713  0.0651
H  1.427  -1.612  2.609  0.0702
H  0.429  -0.478  3.270  0.0977
H  -0.647  -1.143  -2.837  0.0550
H  -1.404  -2.411  -1.830  0.1335
H  -2.143  -0.746  -2.213  0.0880
H  0.754  3.438  -0.420  0.1356

Summary:
HOMO-LUMO gap   8.202 eV
Spin multiplicity   1
Highest occupied orbital energy   -7.380 eV
DFT total energy   -15485.40341 eV
Energy relative to the best compared isomer or geometry (same formula, charge and spin)   57.4 kcal per mole
Charge   0


Below is 9 unconnected molecules or ions with the total composition C32H30BN8O14 at a distorted geometry, with properties calculated with ωB97M-V/def2-TZVPD.

Each line ends with the Löwdin charge.
Geometry (Å):
O  3.416  2.658  2.835  0.0884
C  2.492  2.661  2.010  -0.4104
O  2.556  2.572  0.757  0.2544
B  1.200  2.653  0.139  -0.8285
O  0.351  2.902  1.328  0.2503
C  1.003  2.762  2.390  -0.4538
O  0.651  2.820  3.544  0.1359
O  0.785  1.392  -0.551  0.1840
C  0.549  1.636  -1.880  -0.2422
O  -0.028  0.873  -2.725  0.0462
C  0.691  3.132  -2.084  -0.3886
O  1.046  3.669  -0.896  0.2113
O  0.523  3.734  -3.081  0.1724
C  1.793  -1.993  -0.645  -0.0388
C  1.696  -1.911  0.883  -0.2175
N  1.636  -1.848  2.050  0.1237
H  2.225  -2.877  -1.115  0.0837
H  2.375  -1.120  -0.943  0.0706
H  0.804  -1.756  -1.036  0.0387
C  0.738  -0.327  -5.515  -0.0705
C  0.920  1.071  -5.679  -0.3468
N  1.165  2.157  -5.721  0.1654
H  -0.331  -0.479  -5.662  0.0769
H  1.012  -0.497  -4.474  0.0660
H  1.479  -0.824  -6.142  0.0884
C  5.983  1.281  1.450  -0.0620
C  6.083  0.214  0.412  -0.2669
N  6.044  -0.610  -0.402  0.0989
H  5.192  1.918  1.053  0.0594
H  6.878  1.847  1.707  0.0813
H  5.592  0.838  2.365  0.0709
C  -3.011  1.709  -3.628  -0.0793
C  -2.313  2.487  -4.685  -0.2480
N  -1.673  3.157  -5.399  0.1504
H  -3.736  0.908  -3.766  0.0679
H  -3.637  2.475  -3.170  0.0734
H  -2.419  1.358  -2.783  0.0497
C  -1.074  6.163  -0.709  -0.0535
C  -1.235  6.208  -2.225  -0.2650
N  -1.262  6.204  -3.383  0.1270
H  -1.495  5.199  -0.423  0.0710
H  -1.765  6.918  -0.335  0.0655
H  -0.042  6.379  -0.429  0.0812
C  3.141  -0.806  5.157  -0.0836
C  2.871  0.436  5.738  -0.0688
C  2.467  0.496  7.021  0.0061
C  2.455  -0.771  7.757  -0.0639
C  2.623  -2.005  7.027  -0.0251
C  3.039  -2.030  5.747  -0.0897
N  2.018  -0.833  9.211  -0.3650
O  1.809  0.189  9.784  0.0825
O  1.822  -1.949  9.713  0.0310
H  3.467  -0.751  4.129  0.0907
H  2.989  1.287  5.084  0.0998
H  2.273  1.442  7.505  0.1129
H  2.585  -2.875  7.666  0.1062
H  3.336  -2.933  5.235  0.1149
C  -1.910  -0.892  1.368  -0.0673
C  -2.475  0.365  1.018  -0.0205
C  -3.671  0.415  0.298  -0.0124
C  -4.181  -0.750  -0.239  -0.1294
C  -3.655  -1.962  0.177  -0.0232
C  -2.511  -2.020  0.956  -0.1093
N  -5.321  -0.641  -1.245  -0.3658
O  -5.902  0.384  -1.357  0.0917
O  -5.594  -1.661  -1.839  0.0714
H  -1.074  -0.846  2.052  0.1003
H  -1.901  1.252  1.245  0.1008
H  -4.147  1.347  0.032  0.1151
H  -4.007  -2.917  -0.184  0.1172
H  -2.011  -2.896  1.341  0.1143
C  -1.645  -2.255  -2.451  -0.0173
C  -1.410  -3.448  -1.730  -0.0938
C  -1.941  -4.629  -2.186  -0.0442
C  -2.556  -4.740  -3.400  -0.1044
C  -2.831  -3.533  -4.169  0.0033
C  -2.181  -2.388  -3.813  -0.0470
N  -3.015  -6.093  -3.891  -0.3447
O  -4.023  -6.158  -4.507  0.0952
O  -2.247  -7.089  -3.812  0.0358
H  -1.272  -1.318  -2.064  0.0814
H  -0.854  -3.548  -0.810  0.0951
H  -1.790  -5.488  -1.550  0.1234
H  -3.315  -3.657  -5.126  0.1136
H  -2.313  -1.445  -4.323  0.0910

Summary:
HOMO-LUMO gap   8.938 eV
Spin multiplicity   1
Highest occupied orbital energy   -8.009 eV
DFT total energy   -74928.39578 eV
Charge   -1


Below is a single C2H6O2SSi molecule at a distorted geometry, with properties calculated with ωB97M-V/def2-TZVPD.

Each line ends with the Löwdin charge.
Geometry (Å):
C  -0.453  0.055  0.362  -0.5630
C  -2.498  -0.683  -0.458  -0.1016
O  -0.843  0.213  1.453  0.0613
O  -1.160  -0.408  -0.706  -0.1118
Si  1.543  0.784  -0.132  0.4905
S  2.807  -0.921  0.472  0.3018
H  -2.757  -0.247  0.499  0.0806
H  -2.603  -1.764  -0.566  0.0873
H  -3.233  -0.410  -1.333  0.1258
H  1.851  1.755  0.768  -0.1181
H  1.958  1.124  -1.516  -0.0735
H  2.126  -1.068  1.673  -0.1794

Summary:
HOMO-LUMO gap   9.897 eV
Spin multiplicity   1
Highest occupied orbital energy   -9.326 eV
DFT total energy   -24978.21730 eV
Energy relative to the best compared isomer or geometry (same formula, charge and spin)   12.2 kcal per mole
Charge   0